Below is a single C5H10O molecule, with properties calculated with wB97M-V/def2-TZVPD.

Geometry (Å):
H  1.339  -1.298  0.754
H  0.919  0.354  1.242
H  -2.497  -0.285  1.384
O  0.250  -0.199  -0.636
C  -1.027  -0.601  -0.264
C  -2.125  0.282  -0.750
H  -3.051  -0.153  -1.111
H  2.827  -0.392  -1.051
H  -1.302  1.084  1.161
C  -1.803  0.226  0.721
H  -1.784  1.159  -1.288
H  3.323  0.268  0.525
C  2.519  0.245  -0.216
H  -1.183  -1.682  -0.256
H  2.370  1.258  -0.601
C  1.225  -0.266  0.385

Computed properties:
Largest force on an atom = 0.005 hartree/bohr
Energy relative to the best compared isomer or geometry (same formula, charge and spin) = 33.35 kcal per mole
Calculated total energy = -271.699464 Eh
Molecular weight = 86.13 g mol⁻¹

Charges in e, computed with Löwdin, in the same order as the atoms: 0.12 0.11 0.10 -0.11 -0.36 -0.09 0.10 0.08 0.10 -0.10 0.11 0.07 -0.08 0.15 0.08 -0.28